No. 1
Molecular formula: C19H21N5O2S
Method: DFT, the ωB97M-V functional and the def2-TZVPD basis

Geometry as XYZ:
```
48
C19H21N5O2S | the Open Molecules 2025 dataset | the ωB97M-V functional and the def2-TZVPD basis
C 3.46611 2.46998 0.34927
N 4.02059 1.17722 -0.00327
C 5.37997 1.06919 -0.03328
O 6.11295 1.98658 0.26843
C 5.91701 -0.26698 -0.49367
S 5.15581 -1.59856 0.47358
C 3.50382 -1.21338 -0.01307
C 2.57504 -2.23074 -0.16974
C 1.28524 -1.96035 -0.57556
C 0.91291 -0.64446 -0.84747
N -0.35567 -0.30864 -1.30596
C -1.54662 -1.00753 -1.25759
O -2.37251 -0.84891 -2.13598
N -1.73314 -1.87294 -0.20883
C -1.24009 -1.58527 1.12734
C -2.41540 -1.07313 1.99313
N -3.42173 -0.47421 1.14216
C -3.10157 0.74897 0.59276
C -3.97387 1.43119 -0.27039
C -3.59507 2.66356 -0.75178
C -2.37828 3.21166 -0.35743
C -1.60991 2.48333 0.52807
N -1.94798 1.29102 0.98859
C -4.08970 -1.48341 0.34329
C -3.04146 -2.50184 -0.17139
C 1.84736 0.37682 -0.69447
C 3.14107 0.11733 -0.25668
H 2.62575 2.34013 1.02966
H 4.25481 3.03974 0.83920
H 3.14385 3.01756 -0.53880
H 6.99205 -0.30056 -0.33028
H 5.69257 -0.43832 -1.54907
H 2.88371 -3.24503 0.02812
H 0.57601 -2.76003 -0.70902
H -0.40305 0.47894 -1.93804
H -0.80484 -2.49345 1.55679
H -0.47743 -0.81268 1.07585
H -2.05898 -0.32291 2.69703
H -2.89209 -1.88941 2.54072
H -4.92590 1.00916 -0.54712
H -4.24421 3.20353 -1.42583
H -2.05224 4.17356 -0.71963
H -0.66113 2.85890 0.89344
H -4.57868 -1.01402 -0.50690
H -4.84356 -1.98770 0.95711
H -2.96942 -3.37009 0.48692
H -3.29774 -2.83035 -1.17824
H 1.54563 1.38653 -0.92193
```

Its structure (SMILES) is CN1C(=O)CSc2ccc(NC(=O)N3CCN(c4ccccn4)CC3)cc21. Its frontier orbital gap is 8.7 eV. The lowest unoccupied orbital energy is 0.0240 hartree.

Here are the Mulliken charges for atoms 1 to 6, given in e:
1. C -1.2137
2. N 0.0563
3. C 0.7214
4. O -0.6484
5. C -0.6585
6. S -0.1638



No. 2
Molecular formula: C29H44As3I2O7PTi
Method: DFT, the ωB97M-V functional and the def2-TZVPD basis

Geometry as XYZ:
```
87
C29H44As3I2O7PTi | the Open Molecules 2025 dataset | the ωB97M-V functional and the def2-TZVPD basis
Ti 0.13687 -0.25304 0.09358
O 1.10780 3.64229 -1.02994
C 0.83790 2.53443 -0.38672
O 0.05780 1.69955 -0.80706
C 1.56410 2.35961 0.91689
O 1.94967 0.98796 1.06615
C 3.09280 0.67277 0.24121
C 2.59379 0.45648 -1.19002
O 3.12086 0.95798 -2.14973
O 1.53055 -0.30220 -1.18666
H 0.62504 3.66131 -1.87125
H 0.87180 2.58762 1.72984
H 2.42918 3.01776 0.97785
H 3.83122 1.47067 0.28006
H 3.51374 -0.25185 0.63334
O -0.49191 1.99675 3.15825
C -0.73699 0.90519 2.68954
O -0.88497 0.66022 1.40427
C -0.80776 -0.36681 3.50833
P 0.29698 -1.47157 2.51558
C -0.15934 -3.13399 3.09534
C 0.52516 -3.83101 4.08326
C 0.10008 -5.10027 4.44884
C -0.99866 -5.67622 3.83280
C -1.70727 -4.96994 2.87085
C -1.28592 -3.70532 2.50317
C 1.96050 -1.20822 3.20313
C 2.95239 -2.11605 2.81603
C 4.27406 -1.90034 3.17812
C 4.61880 -0.77466 3.91503
C 3.63681 0.12607 4.30300
C 2.31128 -0.08480 3.94799
H -1.81409 -0.78089 3.43981
H -0.53389 -0.22587 4.54861
H 1.39193 -3.39454 4.56171
H 0.64252 -5.64947 5.20757
H -1.28759 -6.68917 4.08170
H -2.56840 -5.41782 2.39162
H -1.81662 -3.15634 1.73262
H 2.68846 -2.99650 2.23603
H 5.03189 -2.61397 2.88055
H 5.65156 -0.60394 4.19212
H 3.89992 1.00128 4.88411
H 1.56207 0.63798 4.24686
C -5.12404 2.39455 -1.07280
As -3.57639 1.34394 -0.42627
C -4.11119 1.48010 1.46092
C -4.18053 -0.54943 -0.56289
C -4.30704 -1.21439 -1.93738
C -5.06093 -0.27474 -2.88972
C -2.95223 -1.57966 -2.60299
As -1.17766 -0.81129 -2.14779
C -0.23195 -1.96573 -3.40479
C -1.16242 0.75656 -3.31480
C -5.14134 -2.50701 -1.81660
As -4.76190 -4.05347 -0.61487
C -4.98445 -3.24919 1.16994
C -2.80330 -4.20137 -0.56731
H -6.08178 1.92619 -0.84712
H -5.06539 2.60447 -2.13839
H -5.06699 3.34477 -0.53898
H -5.19786 1.46322 1.54274
H -3.73401 2.40350 1.89942
H -3.69956 0.64243 2.02488
H -5.13519 -0.60933 -0.03395
H -3.44041 -1.09653 0.03011
H -4.44443 0.59292 -3.13143
H -5.99112 0.07514 -2.43924
H -5.30762 -0.78919 -3.82159
H -3.04803 -1.41222 -3.67714
H -2.76854 -2.64272 -2.47244
H -0.63262 -1.79272 -4.40380
H -0.34767 -3.01228 -3.14049
H 0.82643 -1.71595 -3.39029
H -1.64485 0.50797 -4.25794
H -0.12064 1.01736 -3.50192
H -1.66991 1.60034 -2.85237
H -5.20047 -2.95856 -2.81228
H -6.16960 -2.23759 -1.55247
H -5.94249 -2.73268 1.23323
H -4.18713 -2.55700 1.43824
H -4.99328 -4.06012 1.89900
H -2.41983 -4.58311 -1.51355
H -2.54868 -4.93560 0.19794
H -2.29771 -3.26643 -0.32771
I 0.75175 -3.02732 -0.31279
I 1.55895 -5.95769 0.62337
```

Its frontier orbital gap (alpha / beta) is 4.9 / 4.9 eV. The lowest unoccupied orbital energy (alpha / beta) is -0.0525 / -0.0524 hartree.

Here are the Mulliken charges for atoms 1 to 6, given in e:
1. Ti 0.0996
2. O -0.5187
3. C 0.3498
4. O 0.2237
5. C -0.6361
6. O -0.1914



No. 3
Molecular formula: C22H27N3O5
Method: DFT, the ωB97M-V functional and the def2-TZVPD basis

Geometry as XYZ:
```
57
C22H27N3O5 | the Open Molecules 2025 dataset | the ωB97M-V functional and the def2-TZVPD basis
O -2.26176 -0.89576 0.90940
C -2.68252 -1.18643 -0.18065
O -1.92666 -1.39546 -1.24270
C -4.15800 -1.39634 -0.50744
C -4.59653 -2.78725 -0.01661
C -6.07204 -2.58693 0.31668
C -6.07125 -1.19500 0.93326
N -5.04429 -0.48380 0.18537
C -5.07733 0.86557 0.11434
O -5.95972 1.49747 0.66605
C -3.95613 1.56276 -0.63417
C -3.07025 2.26490 0.40179
C -1.91297 3.04416 -0.22262
C -0.75630 2.17497 -0.71754
C -0.03411 1.47324 0.43590
N 1.26128 0.96997 0.02431
C 1.51761 -0.22363 -0.54880
O 0.71704 -1.09370 -0.82818
C 3.02313 -0.29070 -0.75156
C 3.67423 -1.34108 0.15480
C 5.16119 -1.11668 0.21675
C 6.01161 -2.18694 0.46964
C 7.37783 -2.00306 0.55754
C 7.91321 -0.73657 0.38719
C 7.07682 0.33188 0.12992
C 5.70000 0.15580 0.04695
C 4.84006 1.35680 -0.25271
N 3.44444 1.02115 -0.34596
C 2.43647 1.73933 0.19172
O 2.48589 2.82392 0.70857
H -0.95695 -1.30961 -1.03921
H -4.28343 -1.31568 -1.59598
H -4.04286 -3.03948 0.88941
H -4.41890 -3.55513 -0.76640
H -6.66991 -2.59769 -0.59548
H -6.45318 -3.34428 0.99757
H -5.79589 -1.22956 1.99301
H -7.01898 -0.66263 0.83951
H -3.37698 0.87390 -1.24465
H -4.40738 2.31508 -1.28486
H -2.68905 1.52592 1.10719
H -3.70478 2.95506 0.96058
H -2.29241 3.63333 -1.06049
H -1.51954 3.74272 0.51884
H -1.11160 1.43525 -1.43712
H -0.03580 2.81949 -1.22808
H 0.15784 2.19098 1.23743
H -0.61783 0.63596 0.82289
H 3.27470 -0.48926 -1.80034
H 3.44527 -2.34248 -0.21064
H 3.25439 -1.24782 1.16225
H 5.58951 -3.17275 0.59990
H 8.02408 -2.84445 0.75573
H 8.97956 -0.58357 0.45262
H 7.48793 1.32142 -0.00726
H 4.94622 2.11476 0.53064
H 5.17506 1.80790 -1.19830
```

Its structure (SMILES) is O=C(O)[C@H]1CCCN1C(=O)CCCCCN1C(=O)[C@@H]2Cc3ccccc3CN2C1=O. Its frontier orbital gap is 9.7 eV. The lowest unoccupied orbital energy is 0.0202 hartree.

Here are the Mulliken charges for atoms 1 to 6, given in e:
1. O -0.6400
2. C 0.0323
3. O -0.4671
4. C 0.2642
5. C -0.8769
6. C -0.6587



No. 4
Molecular formula: C2H2F4
Method: DFT, the ωB97M-V functional and the def2-TZVPD basis

Geometry as XYZ:
```
8
C2H2F4 | the Open Molecules 2025 dataset | the ωB97M-V functional and the def2-TZVPD basis
C -0.53261 0.99027 0.98571
C 0.80061 -2.05698 -1.39339
F -0.84637 -0.33918 1.24127
F -0.15784 1.04938 -0.31918
F 0.02305 -1.42544 -2.17966
F 1.76009 -1.15521 -1.09363
H -1.35148 1.60399 1.14364
H 0.30455 1.33318 1.61525
```

Its frontier orbital gap is 11.5 eV. The lowest unoccupied orbital energy is 0.0124 hartree.

Here are the Mulliken charges for atoms 1 to 6, given in e:
1. C 0.1151
2. C 0.1288
3. F -0.2356
4. F -0.2179
5. F -0.0364
6. F -0.0979



No. 5
Molecular formula: C16H40IO12P3
Method: DFT, the ωB97M-V functional and the def2-TZVPD basis

Geometry as XYZ:
```
72
C16H40IO12P3 | the Open Molecules 2025 dataset | the ωB97M-V functional and the def2-TZVPD basis
C 2.13577 5.22265 2.92215
C 0.76793 5.80100 2.53974
C 0.61981 5.97457 1.02311
C 0.92891 4.65635 0.30069
O 1.51845 7.06196 0.68121
P 1.55784 7.51071 -0.82808
O 2.34669 6.68114 -1.74012
O 2.18999 8.97565 -0.76822
O 0.07874 7.70259 -1.40925
I -1.03695 9.01603 -0.37124
H 2.88204 5.59942 2.22118
H 2.14771 4.13711 2.83098
H 2.45438 5.51902 3.91871
H -0.06870 5.23767 2.94935
H 0.73926 6.81410 2.95178
H -0.43111 6.21179 0.85068
H 1.86424 4.66601 -0.25344
H 0.96031 3.80648 0.97919
H 0.12850 4.45039 -0.41091
H 2.91138 8.96744 -1.41312
O 2.46878 0.74405 0.65504
P 3.26946 -0.41667 1.07547
O 4.08713 -0.04028 2.41355
C 3.37998 0.44489 3.55285
C 2.58046 -0.64739 4.23956
O 4.51505 -0.47670 0.05364
C 4.59454 0.38702 -1.08108
C 5.39488 1.63213 -0.76319
O 3.22418 -2.01683 1.23110
C 1.97603 -2.73765 1.13837
C 1.16309 -2.35279 -0.08075
H 2.73026 1.27622 3.26595
H 4.13340 0.83740 4.23495
H 1.72424 -0.94536 3.62726
H 2.19713 -0.30051 5.19950
H 3.19713 -1.53168 4.40068
H 3.60058 0.64023 -1.44848
H 5.09269 -0.18246 -1.86755
H 4.97695 2.15893 0.09503
H 5.40994 2.31019 -1.61752
H 6.42200 1.36531 -0.51028
H 1.39648 -2.58425 2.05260
H 2.23698 -3.79362 1.09615
H 0.79990 -1.32462 -0.00258
H 0.29469 -3.00395 -0.18430
H 1.76821 -2.42099 -0.98547
O -2.71195 -3.77270 -1.57843
P -4.06505 -4.23958 -1.92142
O -3.99637 -5.77881 -2.38923
C -3.40316 -6.74879 -1.52659
C -4.27800 -7.05815 -0.32568
O -4.40333 -3.57764 -3.35207
C -3.53696 -2.62077 -3.96180
C -2.57458 -3.29017 -4.91975
O -5.60116 -4.17101 -1.44639
C -5.95596 -3.66574 -0.14222
C -5.30084 -2.33487 0.17002
H -2.41357 -6.41217 -1.20718
H -3.26621 -7.64727 -2.12697
H -4.30048 -6.21151 0.36696
H -3.89580 -7.92181 0.21874
H -5.30287 -7.25901 -0.63787
H -3.00491 -2.04066 -3.20829
H -4.17890 -1.92719 -4.50739
H -1.99898 -4.06835 -4.41804
H -1.88371 -2.56073 -5.34484
H -3.12309 -3.76712 -5.73298
H -5.70446 -4.40838 0.61944
H -7.03912 -3.55838 -0.14276
H -4.21905 -2.44502 0.28179
H -5.69161 -1.92684 1.10192
H -5.47917 -1.61998 -0.63389
```

Its frontier orbital gap is 8.8 eV. The lowest unoccupied orbital energy is -0.0495 hartree.

Here are the Mulliken charges for atoms 1 to 6, given in e:
1. C -0.8707
2. C -0.7778
3. C 0.5179
4. C -1.3855
5. O -0.1535
6. P 0.9093



Which max |F| belongs to each record? In order, 0.6, 1.7, 0.6, 2.5, 5.3 eV Å⁻¹.